{
  "formula": "C4H12NOP",
  "method": "wB97M-V/def2-TZVPD",
  "elements": ["C", "C", "C", "C", "N", "O", "P", "H", "H", "H", "H", "H", "H", "H", "H", "H", "H", "H", "H"],
  "coordinates": [[-0.687, 1.058, 1.804], [-0.411, -0.695, -2.543], [0.672, -2.007, 0.013], [0.260, 1.931, 1.055], [0.916, 1.347, -0.031], [-1.721, -0.718, -0.050], [-0.404, -0.672, -0.746], [-1.076, 1.509, 2.722], [-1.533, 0.748, 1.157], [-0.208, 0.094, 2.109], [-0.429, 0.429, -3.022], [0.561, -1.032, -3.000], [-1.277, -1.273, -2.838], [1.752, -2.082, -0.429], [0.729, -1.717, 1.066], [0.067, -2.928, -0.062], [-0.019, 2.880, 0.718], [1.151, 2.326, 1.860], [1.658, 0.801, 0.217]],
  "relative_energy_kcal_mol": 107.39,
  "e_homo_ev": [-8.373, -8.370],
  "lumo_energy_ev": [0.113, 0.113]
}